No. 1
# C32H41Ge2N3O4Os

C32H41Ge2N3O4Os as an isolated structure (wB97M-V/def2-TZVPD, the OMol25 dataset).

Structure (ORCA input):
```
! RIJCOSX wB97M-V def2-TZVPD def2/J DEFGRID3
* xyz 2 5
Os -0.303 -0.090 1.166
O 0.483 -1.993 1.450
C 0.594 -2.569 2.723
C 1.142 -3.835 2.813
C 1.309 -4.478 4.033
C 0.923 -3.868 5.212
C 0.351 -2.617 5.135
C 0.165 -1.939 3.916
C -0.510 -0.673 4.079
N -0.792 0.149 3.128
N -1.489 1.312 3.459
C -1.740 1.972 2.382
O -1.370 1.517 1.173
C -2.443 3.261 2.385
C -3.126 3.674 1.242
C -3.791 4.890 1.241
C -3.759 5.699 2.372
C -3.074 5.288 3.509
C -2.422 4.066 3.522
H 1.454 -4.370 1.930
H 1.745 -5.469 4.044
H 1.051 -4.360 6.166
H 0.022 -2.122 6.041
H -0.826 -0.386 5.078
H -3.155 3.031 0.370
H -4.353 5.201 0.369
H -4.281 6.648 2.372
H -3.057 5.916 4.389
H -1.892 3.733 4.405
C 3.634 -2.314 0.459
C 2.798 -3.525 0.046
Ge 0.907 -3.110 -0.131
C -0.452 -4.496 0.008
C 0.128 -5.904 -0.156
C 0.792 -2.279 -1.883
C 0.641 -1.148 -2.548
Ge 0.227 0.430 -1.251
C -1.729 0.194 -1.972
C -2.482 -0.875 -1.217
C 2.015 1.271 -1.640
C 2.855 1.487 -0.391
C 0.769 -0.860 -3.984
C 0.495 0.410 -4.490
C 0.629 0.680 -5.843
C 1.044 -0.319 -6.710
C 1.331 -1.586 -6.219
C 1.200 -1.855 -4.868
H 4.696 -2.556 0.448
H 3.385 -1.973 1.467
H 3.482 -1.482 -0.231
H 2.972 -4.374 0.707
H 3.088 -3.857 -0.955
H -1.182 -4.290 -0.777
H -0.973 -4.394 0.961
H 0.560 -6.050 -1.147
H -0.652 -6.654 -0.029
H 0.909 -6.122 0.576
H 1.031 -3.155 -2.510
H -1.650 -0.036 -3.030
H -2.129 1.196 -1.829
H -1.974 -1.841 -1.258
H -3.467 -1.018 -1.670
H -2.660 -0.605 -0.171
H 1.769 2.205 -2.143
H 2.515 0.625 -2.359
H 2.313 2.033 0.380
H 3.744 2.070 -0.640
H 3.200 0.543 0.033
H 0.172 1.210 -3.831
H 0.409 1.671 -6.219
H 1.148 -0.111 -7.767
H 1.663 -2.366 -6.890
H 1.441 -2.846 -4.506
N -0.568 5.892 0.175
C -0.910 5.006 -0.927
C -0.302 3.638 -0.663
O 0.467 3.590 0.390
O -0.520 2.667 -1.380
H -0.165 6.767 -0.129
H 0.376 4.508 0.782
H -1.361 6.086 0.773
H -0.506 5.361 -1.876
H -1.982 4.868 -1.069
*
```

## Properties
Electronic energy ... -161991.09858 eV
Maximum force ... 0.7 eV/Å
HOMO level (alpha / beta) ... -13.61 / -13.61 eV
HOMO-LUMO gap (alpha / beta) ... 7.615 / 5.649 eV

---

No. 2
# C23H43CrGeI2N4OS3

C23H43CrGeI2N4OS3 as an isolated structure in a non-equilibrium geometry (wB97M-V/def2-TZVPD, the OMol25 dataset).

Structure (ORCA input):
```
! RIJCOSX wB97M-V def2-TZVPD def2/J DEFGRID3
* xyz 1 5
Cr 0.280 0.857 0.298
S -0.045 0.950 2.684
C -1.702 0.753 2.278
S -1.956 0.139 0.628
C -2.771 1.055 3.059
C -2.567 1.671 4.335
N -2.375 2.205 5.330
C -4.108 0.844 2.594
N -5.176 0.666 2.220
I 3.321 0.775 0.516
C 4.293 2.100 1.900
I 3.140 2.801 3.513
H 4.655 2.935 1.311
H 5.117 1.513 2.289
C -0.995 0.739 -2.432
C -0.958 0.701 -3.977
N 0.393 0.440 -4.446
C 0.877 -0.790 -3.843
C 0.986 -0.627 -2.307
N 0.388 0.662 -1.880
C 1.172 1.762 -2.510
C 1.255 1.541 -4.040
H -1.561 -0.104 -2.034
H -1.449 1.656 -2.050
H -1.293 1.649 -4.398
H -1.619 -0.078 -4.357
H 1.849 -1.035 -4.270
H 0.191 -1.597 -4.102
H 2.030 -0.623 -1.990
H 0.474 -1.438 -1.780
H 2.162 1.777 -2.052
H 0.675 2.697 -2.250
H 2.274 1.312 -4.349
H 0.946 2.441 -4.572
C 3.091 -4.471 -1.176
C 1.894 -4.044 -0.339
C 2.148 -2.731 0.392
C 1.120 -2.368 1.457
Ge -0.766 -1.971 1.051
C -1.705 -2.977 -0.352
C -2.730 -3.916 0.293
C -2.071 -5.041 1.083
C -3.081 -5.992 1.709
H 2.894 -5.397 -1.710
H 3.969 -4.625 -0.550
H 3.343 -3.708 -1.915
H 1.648 -4.822 0.389
H 1.020 -3.950 -0.988
H 2.253 -1.933 -0.346
H 3.122 -2.790 0.885
H 1.479 -1.579 2.119
H 0.939 -3.237 2.101
H -1.553 -2.108 2.361
H -1.004 -3.558 -0.949
H -2.201 -2.276 -1.023
H -3.366 -4.347 -0.484
H -3.396 -3.348 0.948
H -1.443 -4.615 1.875
H -1.394 -5.592 0.423
H -3.722 -5.467 2.415
H -2.588 -6.802 2.241
H -3.721 -6.433 0.946
C 2.178 5.453 0.167
C 0.679 5.508 0.418
S 0.132 3.990 1.202
O 0.201 2.974 0.054
C -1.619 4.359 1.395
C -1.883 5.091 2.703
H 2.493 6.332 -0.391
H 2.434 4.572 -0.420
H 2.731 5.427 1.104
H 0.103 5.615 -0.503
H 0.409 6.317 1.097
H -2.090 3.379 1.389
H -1.955 4.904 0.512
H -1.579 4.490 3.558
H -2.949 5.289 2.794
H -1.367 6.049 2.746
*
```

## Properties
Electronic energy ... -166195.15775 eV
Maximum force ... 1.0 eV/Å
ΔE to the lowest compared entry with this formula, charge and spin ... 20.1 kcal per mole
HOMO level (alpha / beta) ... -10.87 / -11.19 eV
HOMO-LUMO gap (alpha / beta) ... 7.608 / 7.739 eV

---

No. 3
# C32H33AsBrF6N5O7Sn

C32H33AsBrF6N5O7Sn as an isolated structure (wB97M-V/def2-TZVPD, the OMol25 dataset).

Structure (ORCA input):
```
! RIJCOSX wB97M-V def2-TZVPD def2/J DEFGRID3
* xyz -1 2
Sn 0.730 -0.027 -0.450
C 2.541 -3.189 -1.523
O 1.538 -2.855 -0.575
C 1.686 -3.550 0.635
C 0.486 -3.252 1.510
O 0.284 -1.865 1.703
C 0.731 -1.305 2.920
C 2.230 -1.111 2.980
O 2.651 -0.420 1.830
C 3.994 0.016 1.943
H 2.434 -4.232 -1.839
H 3.537 -3.023 -1.106
H 2.417 -2.531 -2.377
H 2.628 -3.262 1.120
H 1.718 -4.636 0.454
H 0.597 -3.762 2.476
H -0.418 -3.630 1.023
H 0.410 -1.927 3.767
H 0.238 -0.336 2.987
H 2.763 -2.070 3.057
H 2.459 -0.532 3.886
H 4.092 0.717 2.779
H 4.269 0.503 1.015
H 4.663 -0.837 2.098
O 2.217 6.135 -2.248
C 1.933 4.872 -1.845
C 2.880 4.039 -1.265
C 2.490 2.774 -0.889
N 1.250 2.311 -1.076
C 0.367 3.119 -1.635
Br -1.380 2.440 -1.909
C 0.639 4.412 -2.034
H 3.152 6.314 -2.089
H 3.904 4.355 -1.118
H 3.199 2.092 -0.447
H -0.114 5.036 -2.489
O -3.038 2.098 1.152
C -2.627 2.736 2.284
C -3.566 3.338 3.120
C -3.170 4.011 4.262
C -1.823 4.097 4.582
C -0.896 3.499 3.743
C -1.266 2.802 2.596
C -0.151 2.154 1.789
O 0.992 2.572 1.939
O -0.505 1.159 1.067
H -3.997 2.185 1.093
H -4.618 3.276 2.860
H -3.917 4.469 4.898
H -1.499 4.624 5.469
H 0.165 3.558 3.948
F 3.420 0.019 -1.263
As 5.063 0.039 -1.932
F 4.593 -1.141 -3.104
F 4.583 1.319 -2.991
F 6.675 0.076 -2.542
F 5.476 1.230 -0.717
F 5.481 -1.224 -0.812
C -3.828 -1.529 -4.440
C -4.564 -1.080 -3.348
C -3.988 -1.039 -2.093
C -2.640 -1.411 -1.920
C -1.902 -1.832 -3.036
C -2.501 -1.917 -4.278
N -2.024 -1.337 -0.690
C -2.782 -1.722 0.403
C -2.600 -1.077 1.634
C -3.336 -1.476 2.734
C -4.221 -2.548 2.649
C -4.381 -3.216 1.441
C -3.679 -2.803 0.321
H -4.285 -1.570 -5.420
H -5.593 -0.768 -3.478
H -4.548 -0.690 -1.235
H -0.872 -2.126 -2.889
H -1.931 -2.287 -5.119
H -1.910 -0.247 1.676
H -3.214 -0.950 3.673
H -4.775 -2.868 3.522
H -5.053 -4.061 1.370
H -3.788 -3.324 -0.621
N 0.757 0.128 -2.865
C 0.940 -0.355 -3.915
N 1.122 -0.782 -5.100
C 0.694 -1.914 -5.590
N 0.310 -2.883 -6.101
*
```

## Properties
Electronic energy ... -208525.24250 eV
Maximum force ... 0.6 eV/Å
ΔE to the lowest compared entry with this formula, charge and spin ... 0.5 kcal per mole
HOMO level (alpha / beta) ... -5.67 / -5.65 eV
HOMO-LUMO gap (alpha / beta) ... 7.763 / 6.153 eV

---

No. 4
# C3H7N3O

An isolated ion of composition C3H7N3O and charge +2 in a non-equilibrium geometry (wB97M-V/def2-TZVPD, the OMol25 dataset).

Structure (ORCA input):
```
! RIJCOSX wB97M-V def2-TZVPD def2/J DEFGRID3
* xyz 2 1
N 1.654 0.314 -1.266
C 1.382 -0.496 -0.290
N 0.350 -0.426 0.544
C -0.400 0.785 0.778
N -1.928 0.620 0.524
C -1.288 0.939 1.846
O -1.771 1.080 2.901
H 2.298 -0.029 -2.081
H 1.176 1.213 -1.297
H 1.602 -1.529 -0.502
H 0.070 -1.241 1.019
H 0.172 1.740 0.426
H -2.541 1.149 0.003
H -2.134 -0.382 0.242
*
```

## Properties
Structure (SMILES) ... N/C=[NH+]\[C@H]1[NH2+]C1=O
Electronic energy ... -9721.05421 eV
Maximum force ... 4.9 eV/Å
ΔE to the lowest compared entry with this formula, charge and spin ... 71.7 kcal per mole
HOMO level ... -20.98 eV
HOMO-LUMO gap ... 11.400 eV

---

No. 5
# CH2N2O2Si

CH2N2O2Si as an isolated structure in a non-equilibrium geometry (wB97M-V/def2-TZVPD, the OMol25 dataset).

Structure (ORCA input):
```
! RIJCOSX wB97M-V def2-TZVPD def2/J DEFGRID3
* xyz 0 1
C 1.189 0.407 0.409
N 1.731 1.431 0.597
N -1.040 0.634 -0.236
O -1.874 0.598 0.596
O -0.017 -2.231 0.875
Si 0.387 -1.222 -0.119
H 0.619 -1.239 -1.626
H -0.995 1.622 -0.496
*
```

## Properties
Electronic energy ... -16018.70020 eV
Maximum force ... 4.2 eV/Å
ΔE to the lowest compared entry with this formula, charge and spin ... 15.3 kcal per mole
HOMO level ... -11.23 eV
HOMO-LUMO gap ... 9.365 eV

---

No. 6
# C8H13NO

The molecule C8H13NO in a non-equilibrium geometry (wB97M-V/def2-TZVPD, the OMol25 dataset).

Structure (ORCA input):
```
! RIJCOSX wB97M-V def2-TZVPD def2/J DEFGRID3
* xyz 0 1
C -1.440 2.725 -0.275
C -0.903 1.552 -0.241
C -0.389 0.226 -0.140
C 1.041 0.078 -0.082
O 1.590 -0.886 0.434
N 1.769 1.119 -0.552
C 3.240 1.071 -0.569
C -1.286 -1.006 -0.065
C -1.531 -1.368 1.426
C -0.805 -1.942 -1.088
H -1.534 3.127 0.685
H -1.323 3.292 -1.092
H 1.340 1.822 -1.081
H 3.739 1.918 -0.098
H 3.667 0.203 0.006
H 3.619 0.803 -1.621
H -2.148 -0.575 -0.499
H -0.467 -1.624 1.922
H -1.994 -2.299 1.573
H -1.968 -0.595 2.002
H 0.281 -2.244 -0.923
H -1.326 -2.829 -1.115
H -0.775 -1.431 -2.027
*
```

## Properties
Structure (SMILES) ... C=C=C(C(=O)NC)C(C)C
Electronic energy ... -12041.62284 eV
Maximum force ... 6.5 eV/Å
ΔE to the lowest compared entry with this formula, charge and spin ... 67.6 kcal per mole
HOMO level ... -9.19 eV
HOMO-LUMO gap ... 9.977 eV

---

- What is the maximum force in the second record?
  1.0 eV/Å

---

- Which of these has the lowest electronic energy?
  C32H33AsBrF6N5O7Sn

---

Repeat the sixth record exactly.
# C8H13NO

The molecule C8H13NO in a non-equilibrium geometry (wB97M-V/def2-TZVPD, the OMol25 dataset).

Structure (ORCA input):
```
! RIJCOSX wB97M-V def2-TZVPD def2/J DEFGRID3
* xyz 0 1
C -1.440 2.725 -0.275
C -0.903 1.552 -0.241
C -0.389 0.226 -0.140
C 1.041 0.078 -0.082
O 1.590 -0.886 0.434
N 1.769 1.119 -0.552
C 3.240 1.071 -0.569
C -1.286 -1.006 -0.065
C -1.531 -1.368 1.426
C -0.805 -1.942 -1.088
H -1.534 3.127 0.685
H -1.323 3.292 -1.092
H 1.340 1.822 -1.081
H 3.739 1.918 -0.098
H 3.667 0.203 0.006
H 3.619 0.803 -1.621
H -2.148 -0.575 -0.499
H -0.467 -1.624 1.922
H -1.994 -2.299 1.573
H -1.968 -0.595 2.002
H 0.281 -2.244 -0.923
H -1.326 -2.829 -1.115
H -0.775 -1.431 -2.027
*
```

## Properties
Structure (SMILES) ... C=C=C(C(=O)NC)C(C)C
Electronic energy ... -12041.62284 eV
Maximum force ... 6.5 eV/Å
ΔE to the lowest compared entry with this formula, charge and spin ... 67.6 kcal per mole
HOMO level ... -9.19 eV
HOMO-LUMO gap ... 9.977 eV